[1]
# C45H61Cl4IN2O20S

A cluster of 7 separate species, C45H61Cl4IN2O20S in total at a distorted geometry (ωB97M-V with the def2-TZVPD basis set, the Open Molecules 2025 dataset).

Geometry (Å):
1 C -3.25 -0.47 0.78
2 C -2.01 -0.28 -0.32
3 C -1.46 -1.81 -0.72
4 I -2.18 -2.40 -2.76
5 C 0.20 -1.93 -0.59
6 C 0.94 -2.90 0.56
7 C 0.07 -3.76 1.70
8 Cl 0.54 -3.27 3.46
9 C 0.22 -5.41 1.46
10 C 0.10 -6.18 2.91
11 Cl -1.31 -5.89 0.47
12 C 2.60 -3.03 0.64
13 C 3.41 -3.98 1.70
14 C 4.46 -3.06 2.63
15 C 3.89 -2.84 4.18
16 C 5.19 -2.46 5.14
17 O 4.74 -1.44 6.11
18 C 5.37 -0.14 5.76
19 C 6.32 0.60 6.92
20 O 5.21 0.47 4.56
21 C 3.59 -2.19 -0.42
22 N 5.12 -2.20 -0.47
23 S 5.45 -1.11 -1.84
24 N 3.90 -0.53 -2.42
25 C 2.86 -1.24 -1.53
26 C 1.19 -1.08 -1.62
27 C 0.68 -0.04 -2.79
28 Cl 0.44 -0.51 -4.60
29 C 0.40 1.42 -2.49
30 C -0.07 2.45 -3.72
31 Cl 0.59 2.20 -0.82
32 H -3.80 0.53 1.03
33 H -2.78 -0.91 1.78
34 H -3.96 -1.32 0.38
35 H -1.15 0.24 0.27
36 H -2.42 0.31 -1.23
37 H -2.04 -2.54 -0.01
38 H -1.08 -3.56 1.65
39 H 1.17 -5.69 0.84
40 H -0.83 -5.82 3.56
41 H 1.11 -6.08 3.51
42 H -0.05 -7.33 2.67
43 H 4.14 -4.67 1.05
44 H 2.75 -4.68 2.37
45 H 5.56 -3.52 2.65
46 H 4.59 -1.97 2.20
47 H 3.33 -3.82 4.54
48 H 3.16 -1.91 4.12
49 H 5.50 -3.48 5.68
50 H 6.04 -2.06 4.46
51 H 7.37 0.82 6.42
52 H 6.45 -0.16 7.82
53 H 5.77 1.58 7.29
54 H 0.71 2.35 -4.61
55 H 0.06 3.56 -3.31
56 H -1.18 2.28 -4.05
57 C -0.42 4.19 -9.84
58 C -0.79 4.50 -8.40
59 C 0.38 4.50 -7.47
60 O -0.20 4.14 -6.23
61 C -1.31 3.40 -6.53
62 O -1.95 2.75 -5.71
63 O -1.61 3.47 -7.86
64 H -0.02 3.17 -9.93
65 H -1.31 4.23 -10.47
66 H 0.32 4.90 -10.22
67 H -1.35 5.44 -8.35
68 H 0.85 5.49 -7.40
69 H 1.15 3.77 -7.72
70 C 1.32 -0.43 6.22
71 C 0.71 0.23 7.44
72 C 1.17 -0.37 8.73
73 O 0.07 -0.12 9.59
74 C -1.04 -0.04 8.79
75 O -2.18 -0.03 9.21
76 O -0.69 0.02 7.47
77 H 1.00 -1.47 6.13
78 H 0.99 0.08 5.30
79 H 2.42 -0.39 6.25
80 H 0.89 1.32 7.41
81 H 2.07 0.12 9.12
82 H 1.34 -1.45 8.68
83 C -6.52 -5.46 -5.63
84 C -6.89 -4.08 -5.12
85 C -6.16 -2.97 -5.82
86 O -6.12 -1.96 -4.83
87 C -6.17 -2.59 -3.62
88 O -5.97 -2.05 -2.55
89 O -6.49 -3.91 -3.77
90 H -5.47 -5.68 -5.42
91 H -7.11 -6.22 -5.11
92 H -6.70 -5.55 -6.70
93 H -7.98 -3.94 -5.17
94 H -6.70 -2.62 -6.70
95 H -5.14 -3.22 -6.10
96 C -3.15 6.65 -4.70
97 C -3.26 7.95 -5.47
98 C -4.67 8.32 -5.83
99 O -4.49 9.08 -7.01
100 C -3.33 8.65 -7.59
101 O -2.97 8.94 -8.71
102 O -2.63 7.84 -6.74
103 H -3.47 5.80 -5.31
104 H -2.10 6.46 -4.43
105 H -3.75 6.67 -3.78
106 H -2.76 8.76 -4.91
107 H -5.15 8.91 -5.05
108 H -5.30 7.45 -6.06
109 C -9.13 -1.64 1.84
110 C -7.70 -1.17 1.69
111 C -6.69 -2.27 1.82
112 O -5.55 -1.59 2.32
113 C -6.02 -0.50 3.00
114 O -5.33 0.20 3.72
115 O -7.35 -0.31 2.76
116 H -9.32 -2.04 2.84
117 H -9.83 -0.80 1.70
118 H -9.37 -2.41 1.10
119 H -7.58 -0.61 0.76
120 H -6.47 -2.74 0.85
121 H -6.98 -3.05 2.53
122 C 9.40 2.37 2.56
123 C 10.24 1.79 3.68
124 C 10.66 0.37 3.44
125 O 10.79 -0.14 4.75
126 C 9.95 0.60 5.54
127 O 9.66 0.32 6.69
128 O 9.48 1.69 4.87
129 H 8.45 1.85 2.46
130 H 9.16 3.42 2.77
131 H 9.93 2.33 1.60
132 H 11.10 2.44 3.88
133 H 11.61 0.31 2.90
134 H 9.91 -0.22 2.91

Results
- Highest occupied orbital energy: -0.3017 Ha
- 2S+1: 1
- Structure (SMILES): CC[C@@H](I)c1c([C@H](Cl)[C@@H](C)Cl)c(CCCCOC(C)=O)c2nsnc2c1/C(Cl)=C(/C)Cl.C[C@@H]1COC(=O)O1.C[C@@H]1COC(=O)O1.C[C@@H]1COC(=O)O1.C[C@@H]1COC(=O)O1.C[C@@H]1COC(=O)O1.C[C@@H]1COC(=O)O1
- Orbital gap: 0.2405 Ha

---

[2]
# C21H39Br4NO4

A cluster of 3 separate species, C21H39Br4NO4 in total (ωB97M-V with the def2-TZVPD basis set, the Open Molecules 2025 dataset).

Geometry (Å):
1 C 2.83 -3.13 3.58
2 C 2.40 -1.68 3.37
3 C 2.86 -1.01 2.04
4 C 3.61 -1.92 1.06
5 C 4.28 -1.16 -0.10
6 C 3.31 -0.57 -1.12
7 C 2.80 0.84 -0.78
8 C 1.36 1.15 -1.21
9 C 0.33 0.08 -0.80
10 C -0.80 0.65 0.05
11 O -0.29 1.46 1.14
12 C -1.40 1.80 1.85
13 O -1.49 2.82 2.46
14 C -2.43 0.68 1.71
15 C -1.76 -0.32 0.75
16 C -1.00 -1.37 1.59
17 N -1.83 -2.22 2.44
18 C -2.78 -0.95 -0.20
19 C -2.28 -2.13 -1.04
20 O -3.03 -3.31 -0.65
21 C -2.33 -4.47 -0.68
22 O -1.78 -4.91 -1.65
23 H 2.49 -3.78 2.78
24 H 2.39 -3.51 4.51
25 H 3.91 -3.23 3.69
26 H 2.78 -1.09 4.20
27 H 1.31 -1.64 3.43
28 H 1.98 -0.61 1.54
29 H 3.51 -0.16 2.28
30 H 2.92 -2.66 0.63
31 H 4.39 -2.48 1.58
32 H 4.94 -1.87 -0.62
33 H 4.92 -0.38 0.32
34 H 2.48 -1.28 -1.26
35 H 3.81 -0.52 -2.09
36 H 3.45 1.55 -1.31
37 H 2.91 1.06 0.28
38 H 1.06 2.09 -0.75
39 H 1.33 1.32 -2.29
40 H -0.14 -0.34 -1.69
41 H 0.80 -0.75 -0.27
42 H -1.41 1.32 -0.58
43 H -2.57 0.28 2.72
44 H -3.38 1.09 1.37
45 H -0.42 -2.03 0.94
46 H -0.27 -0.85 2.21
47 H -2.75 -2.39 2.04
48 H -1.97 -1.82 3.36
49 H -3.64 -1.31 0.38
50 H -3.17 -0.18 -0.86
51 H -2.41 -1.95 -2.11
52 H -1.22 -2.32 -0.89
53 H -2.34 -4.98 0.29
54 Br -2.88 1.89 -2.99
55 C -4.61 1.13 -3.47
56 C -5.74 1.84 -2.77
57 Br -5.86 1.36 -0.89
58 H -4.56 0.08 -3.22
59 H -4.69 1.25 -4.54
60 H -6.69 1.54 -3.21
61 H -5.64 2.92 -2.81
62 Br 3.24 4.16 -3.13
63 C 2.38 5.53 -2.05
64 C 1.30 4.95 -1.17
65 Br -0.29 4.49 -2.18
66 H 1.99 6.27 -2.74
67 H 3.17 5.97 -1.44
68 H 0.98 5.68 -0.42
69 H 1.63 4.04 -0.67

Results
- Highest occupied orbital energy: -0.3515 Ha
- 2S+1: 1
- Structure (SMILES): CCCCCCCCC[C@@H]1OC(=O)C[C@@]1(CN)CCOC=O.BrCCBr.BrCCBr
- Orbital gap: 0.3633 Ha

---

[3]
# C18H18F6N4O8S2SiZn

A structure of composition C18H18F6N4O8S2SiZn (ωB97M-V with the def2-TZVPD basis set, the Open Molecules 2025 dataset).

Geometry (Å):
1 Zn -0.01 -0.38 0.10
2 C 3.53 -1.23 1.42
3 C 2.72 -0.16 2.10
4 C 3.16 0.51 3.22
5 C 2.32 1.46 3.81
6 C 1.07 1.70 3.28
7 C 0.66 0.97 2.13
8 N 1.52 0.08 1.57
9 N -0.51 1.04 1.50
10 Si -1.99 1.74 1.98
11 C -3.35 0.72 1.15
12 C -2.13 3.56 1.48
13 C -2.30 1.65 3.86
14 H 4.59 -1.13 1.66
15 H 3.39 -1.18 0.34
16 H 3.18 -2.21 1.76
17 H 4.14 0.30 3.64
18 H 2.65 2.00 4.69
19 H 0.40 2.44 3.71
20 H -3.00 0.39 0.17
21 H -4.27 1.28 1.02
22 H -3.57 -0.17 1.74
23 H -1.87 3.68 0.42
24 H -1.46 4.20 2.06
25 H -3.15 3.94 1.61
26 H -1.94 0.70 4.26
27 H -3.37 1.71 4.07
28 H -1.81 2.45 4.42
29 O -2.83 -5.05 4.69
30 C -2.87 -5.14 3.44
31 O -3.42 -5.98 2.71
32 C -2.12 -4.00 2.69
33 C -1.34 -3.09 3.40
34 C -0.65 -2.11 2.72
35 N -0.70 -1.98 1.40
36 C -1.45 -2.83 0.70
37 C -2.17 -3.86 1.30
38 C -1.44 -2.62 -0.82
39 O -2.09 -3.38 -1.52
40 O -0.71 -1.65 -1.23
41 H -1.30 -3.18 4.48
42 H -0.02 -1.39 3.24
43 H -2.75 -4.54 0.71
44 F 2.40 2.75 0.21
45 C 3.14 2.27 -0.79
46 F 4.14 1.56 -0.26
47 F 3.67 3.30 -1.46
48 S 2.15 1.24 -1.99
49 O 1.70 0.06 -1.29
50 O 3.10 1.03 -3.04
51 N 1.06 2.31 -2.35
52 S -0.49 2.01 -2.36
53 O -0.97 1.13 -1.33
54 O -1.21 3.23 -2.57
55 C -0.68 1.10 -3.98
56 F 0.20 0.10 -4.07
57 F -1.90 0.60 -4.14
58 F -0.44 1.97 -4.98

Results
- Highest occupied orbital energy: -0.1181 Ha
- 2S+1: 1
- Total charge: -2
- Orbital gap: 0.2774 Ha
- ΔE to the lowest compared entry with this formula, charge and spin: 0.00 kcal per mole

---

[4]
# C4H7I2P

A structure of composition C4H7I2P at a distorted geometry (ωB97M-V with the def2-TZVPD basis set, the Open Molecules 2025 dataset).

Geometry (Å):
1 C 0.70 -0.14 1.08
2 C 0.80 0.81 -0.15
3 C -0.72 -0.72 0.97
4 C -1.25 -0.49 -0.36
5 P 0.03 -0.11 -1.54
6 I -2.13 0.77 2.01
7 I 2.22 -0.68 -2.94
8 H 1.27 -1.05 1.10
9 H 0.84 0.32 1.95
10 H 0.26 1.74 0.00
11 H 1.68 1.24 -0.34
12 H -0.90 -1.64 1.34
13 H -2.23 -0.99 -0.73
14 H -0.57 0.96 -2.39

Results
- Highest occupied orbital energy (spin up / spin down): -0.2526 / -0.3427 Ha
- 2S+1: 3
- ⟨S²⟩: 2.02
- Orbital gap (spin up / spin down): 0.2613 / 0.2543 Ha
- ΔE to the lowest compared entry with this formula, charge and spin: 1.30 kcal per mole

---

[5]
# C2H5N4O5

A structure of composition C2H5N4O5 at a distorted geometry (ωB97M-V with the def2-TZVPD basis set, the Open Molecules 2025 dataset).

Geometry (Å):
1 C -1.15 0.05 0.30
2 C 0.13 0.19 -0.40
3 N -1.50 0.97 1.12
4 N -1.95 -0.91 -0.28
5 N 2.59 -0.88 0.10
6 N 1.06 1.00 0.01
7 O 1.87 -1.18 0.98
8 O 0.78 1.83 0.90
9 O 3.55 -1.24 -0.47
10 O 2.31 0.77 -0.35
11 O 0.27 -0.51 -1.55
12 H -0.68 1.68 1.26
13 H -2.36 0.96 1.59
14 H -1.71 -1.69 -0.85
15 H -2.98 -0.99 0.01
16 H -0.24 -0.05 -2.36

Results
- Highest occupied orbital energy (spin up / spin down): -0.5124 / -0.5123 Ha
- 2S+1: 1
- Total charge: +1
- Orbital gap (spin up / spin down): 0.3035 / 0.3034 Ha
- ΔE to the lowest compared entry with this formula, charge and spin: 56.51 kcal per mole

---

[6]
# C11H11NS

An isolated molecule of C11H11NS at a distorted geometry (ωB97M-V with the def2-TZVPD basis set, the Open Molecules 2025 dataset).

Geometry (Å):
1 C 0.66 -0.38 -0.05
2 C -3.72 -1.15 0.44
3 C -2.62 -1.52 -0.23
4 C -3.97 0.24 0.71
5 C -1.63 -0.54 -0.77
6 C -3.10 1.20 0.30
7 C -1.92 0.90 -0.43
8 C 2.75 0.61 1.26
9 C 3.10 0.61 -0.20
10 C 1.84 -0.02 0.28
11 C 4.21 -0.27 -0.73
12 N -0.32 -1.03 -0.38
13 S -0.87 2.12 -0.86
14 H -4.41 -1.88 0.82
15 H -2.38 -2.56 -0.41
16 H -4.85 0.50 1.27
17 H -1.64 -0.63 -1.87
18 H -3.29 2.24 0.53
19 H 3.29 -0.06 1.92
20 H 2.43 1.53 1.72
21 H 2.99 1.54 -0.74
22 H 4.03 -0.52 -1.77
23 H 4.27 -1.19 -0.15
24 H 5.16 0.25 -0.66

Results
- Highest occupied orbital energy: -0.2954 Ha
- 2S+1: 1
- Structure (SMILES): C[C@@H]1CC1=C=N[C@H]1C=CC=CC1=S
- Orbital gap: 0.2565 Ha
- ΔE to the lowest compared entry with this formula, charge and spin: 78.31 kcal per mole

---

[7]
# C6H12O

An isolated molecule of C6H12O at a distorted geometry (ωB97M-V with the def2-TZVPD basis set, the Open Molecules 2025 dataset).

Geometry (Å):
1 C 2.09 -0.07 1.00
2 C 1.47 -0.48 -0.33
3 C 0.31 0.40 -0.74
4 C -0.79 -0.14 -1.64
5 C -1.10 0.26 -0.23
6 C -1.70 -0.56 0.88
7 O -1.86 1.52 -0.20
8 H 2.96 -0.70 1.25
9 H 1.37 -0.18 1.82
10 H 2.43 0.97 0.98
11 H 1.15 -1.53 -0.28
12 H 2.23 -0.44 -1.12
13 H 0.57 1.44 -0.91
14 H -0.74 -1.19 -1.93
15 H -1.21 0.52 -2.39
16 H -2.42 0.28 1.02
17 H -1.07 -0.73 1.76
18 H -2.20 -1.49 0.59
19 H -1.51 2.11 0.48

Results
- Highest occupied orbital energy: -0.3621 Ha
- 2S+1: 1
- Structure (SMILES): CC[C@H]1C[C@]1(C)O
- Orbital gap: 0.3995 Ha
- ΔE to the lowest compared entry with this formula, charge and spin: 42.02 kcal per mole

---

[8]
# C4H12NO

A cluster of 2 separate species, C4H12NO in total (ωB97M-V with the def2-TZVPD basis set, the Open Molecules 2025 dataset).

Geometry (Å):
1 C -0.23 -0.04 -1.11
2 N 0.01 1.07 -0.13
3 C -0.89 0.85 1.06
4 C -1.43 -0.57 0.92
5 C -0.62 -1.21 -0.23
6 H -0.98 0.27 -1.83
7 H 0.72 -0.22 -1.62
8 H -0.09 1.96 -0.61
9 H 1.00 1.02 0.15
10 H -1.67 1.61 1.00
11 H -0.31 1.05 1.97
12 H -1.28 -1.16 1.83
13 H -2.49 -0.54 0.69
14 H -1.24 -1.92 -0.77
15 H 0.26 -1.74 0.14
16 H 3.55 0.47 -0.60
17 H 2.91 -0.90 -0.62
18 O 2.78 -0.01 -0.26

Results
- Highest occupied orbital energy: -0.5892 Ha
- 2S+1: 1
- Total charge: +1
- Orbital gap: 0.4748 Ha
- ΔE to the lowest compared entry with this formula, charge and spin: 1.29 kcal per mole